Formula: C84H182N10O12
Source: the Open Molecules 2025 dataset
Level of theory: ωB97M-V with the def2-TZVPD basis set

The geometry in XYZ format:
```
288
Properties=species:S:1:pos:R:3:forces:R:3:mulliken_charge:R:1
C 0.548076 -12.868353 -1.457195 0.1 -0.7 -0.4 -2.058
C 0.801909 -12.006244 -0.243109 -0.1 -0.4 2.7 1.781
C -0.287667 -12.374816 0.833056 -0.3 -0.1 -0.3 -1.205
C -0.079160 -12.058659 2.308672 2.2 -0.6 0.4 -0.771
C 1.330597 -12.645317 2.760321 -1.3 0.3 -1.7 -1.200
C 2.431483 -12.044229 1.858330 1.2 -0.9 0.2 1.044
N 2.118286 -12.318705 0.386310 -2.4 -0.8 3.2 0.472
O 3.200150 -12.240216 -0.426841 1.0 0.3 -1.2 -0.506
C 2.636949 -10.556733 2.245795 0.1 -0.7 -0.5 -1.577
C 3.734597 -12.894202 2.253689 -0.8 0.1 -0.6 -1.760
C 0.736755 -10.587644 -0.690211 -0.2 1.7 -1.2 -1.726
H 0.625949 -13.947680 -1.326447 0.8 -0.1 0.6 0.442
H 1.245203 -12.539877 -2.228045 -0.3 -0.2 -0.4 0.461
H -0.491710 -12.862057 -1.784155 0.0 1.0 -0.2 0.400
H -1.197222 -11.832164 0.575496 -0.2 -0.2 -0.5 0.382
H -0.478070 -13.442243 0.721532 -0.1 -0.1 0.0 0.421
H -0.836679 -12.486280 2.965497 -0.3 0.0 -0.4 0.378
H -0.115607 -10.972725 2.395381 0.2 0.0 0.5 0.345
H 1.393424 -13.710276 2.536700 -0.6 -0.2 -0.2 0.443
H 1.528054 -12.638779 3.832270 0.1 0.8 0.0 0.488
H 3.486770 -10.093935 1.744065 0.1 -0.1 -0.1 0.365
H 1.754157 -9.970527 1.990521 0.0 0.0 0.2 0.307
H 2.819902 -10.549100 3.320290 -0.1 0.3 0.0 0.386
H 4.599333 -12.565735 1.677109 0.2 0.2 0.6 0.377
H 3.851058 -13.003213 3.331957 0.4 1.4 0.3 0.410
H 3.669165 -13.974570 2.124728 -0.7 -0.1 -1.2 0.433
H -0.117860 -10.347916 -1.322893 -0.3 -0.5 -0.2 0.441
H 1.586535 -10.422010 -1.352434 0.2 0.2 0.1 0.373
H 0.694332 -9.758431 0.015981 0.4 -0.5 0.6 0.305
H 3.243932 -13.155044 -0.714565 0.7 -0.1 -0.4 0.350
C -12.928025 4.476986 -5.055074 1.1 -1.1 1.1 -1.794
C -11.427760 3.999011 -5.318521 -0.5 0.4 -0.1 1.506
C -10.516955 5.175890 -4.827456 0.9 -0.3 -0.3 -0.984
C -9.039323 4.828058 -4.654876 -0.4 -0.8 -0.5 -0.773
C -8.891025 3.602226 -3.762083 1.0 2.1 -0.5 -1.284
C -9.667900 2.381088 -4.176803 -0.2 1.4 0.2 1.614
N -11.101595 2.788534 -4.490155 1.7 1.6 1.8 0.076
O -11.837939 1.661043 -4.728136 -0.9 -0.3 -0.7 -0.444
C -8.917046 1.653333 -5.302753 -0.5 0.0 -0.4 -1.688
C -9.631463 1.437874 -2.994072 -1.4 -1.3 0.0 -1.916
C -11.237405 3.714474 -6.811310 0.2 0.1 0.0 -1.683
H -12.989352 4.530792 -3.968130 0.0 0.4 0.2 0.471
H -13.701174 3.737080 -5.262177 0.2 -0.1 -0.7 0.357
H -13.187701 5.449902 -5.472315 0.3 -0.1 -0.2 0.340
H -10.384432 5.987151 -5.543265 -1.3 0.1 -0.3 0.365
H -10.869743 5.598210 -3.886550 -0.3 -0.1 0.0 0.367
H -8.522624 5.694339 -4.241741 0.0 0.0 0.2 0.376
H -8.588994 4.681049 -5.636564 0.0 -0.2 -0.2 0.365
H -9.141793 4.073523 -2.811765 -0.3 -1.0 0.6 0.397
H -7.824537 3.377263 -3.752603 0.1 -0.4 0.3 0.451
H -9.504897 0.814553 -5.675562 -0.1 -0.2 0.1 0.417
H -8.714305 2.268164 -6.179663 0.3 0.1 0.2 0.317
H -8.005704 1.225076 -4.885432 0.1 0.1 -0.2 0.455
H -10.011350 0.524980 -3.452769 0.2 -0.6 0.6 0.420
H -8.669890 1.246508 -2.517762 0.2 0.3 -0.5 0.357
H -10.326579 1.651732 -2.182179 -0.1 0.5 -0.2 0.431
H -11.897634 2.912960 -7.142622 -0.1 0.0 0.0 0.389
H -10.214689 3.419858 -7.046622 0.0 0.0 0.0 0.307
H -11.454135 4.599922 -7.408893 -0.1 0.0 0.0 0.429
H -11.550829 1.380870 -5.600298 -0.2 -0.6 -0.5 0.359
C -9.478682 -9.481755 -4.475418 0.5 0.1 -0.2 -1.622
C -9.361221 -7.931685 -4.316066 0.9 -0.2 -0.2 1.335
C -8.484727 -7.486978 -3.035307 0.3 -1.7 0.0 -0.994
C -6.928679 -7.465031 -3.152397 -1.5 -0.1 -0.6 -0.653
C -6.547203 -6.791398 -4.423640 0.1 1.0 -1.1 -1.238
C -7.214361 -7.348686 -5.743455 -0.4 0.6 2.6 1.664
N -8.733275 -7.263621 -5.510931 3.0 1.0 3.9 0.265
O -9.423251 -7.375552 -6.634320 -1.9 -0.9 -2.8 -0.496
C -6.811410 -6.403494 -6.827281 -0.1 1.1 -1.4 -2.029
C -6.635844 -8.708128 -6.030145 0.0 -0.7 -0.4 -1.820
C -10.818965 -7.423086 -4.103490 1.7 1.0 0.3 -1.781
H -9.688785 -9.985279 -3.531795 -0.2 0.2 0.1 0.400
H -8.608421 -9.979990 -4.902625 0.3 0.3 0.2 0.362
H -10.267596 -9.728855 -5.185812 -0.2 0.2 0.1 0.341
H -8.758844 -6.560244 -2.531200 -0.5 0.2 -0.6 0.407
H -8.655225 -8.274001 -2.300719 -0.5 0.0 0.2 0.311
H -6.512277 -8.472285 -3.164308 -0.1 -0.1 0.2 0.292
H -6.525155 -6.926275 -2.295072 0.0 -0.1 0.0 0.401
H -5.459139 -6.742878 -4.466809 0.3 -0.5 -0.6 0.396
H -6.789408 -5.728964 -4.449644 -0.5 0.1 0.5 0.467
H -7.030045 -5.352257 -6.639647 -0.6 0.0 0.3 0.427
H -5.740731 -6.347418 -7.023733 0.2 -0.6 0.3 0.427
H -7.263132 -6.657860 -7.786107 -0.1 -0.1 0.0 0.426
H -7.354949 -9.307512 -6.588465 0.2 -0.1 -0.3 0.398
H -5.724435 -8.543989 -6.605030 0.0 -0.3 -0.2 0.435
H -6.336007 -9.279470 -5.151642 -0.2 0.1 0.1 0.306
H -11.202282 -7.906919 -3.205114 -0.3 0.0 -0.2 0.393
H -11.494151 -7.461245 -4.958339 0.2 -0.6 0.1 0.382
H -10.653165 -6.370067 -3.875971 -0.5 0.3 0.1 0.440
H -9.969508 -6.586585 -6.661409 -0.1 0.1 -0.3 0.359
C 4.582214 -0.163065 0.423773 0.2 0.2 0.1 -1.813
C 3.631106 0.675282 -0.438495 0.6 -0.6 -1.7 1.744
C 3.752472 0.180497 -1.920208 1.2 -0.7 -0.6 -1.466
C 3.171649 -1.185455 -2.302967 -2.1 0.3 1.7 -0.692
C 1.690155 -1.083800 -1.847402 1.6 0.0 -0.6 -1.287
C 1.489755 -0.624705 -0.422198 -1.9 0.8 1.1 1.472
N 2.221813 0.595363 -0.010859 1.0 0.4 -2.7 0.399
O 2.008340 1.074923 1.289058 0.2 -0.9 0.5 -0.494
C -0.019046 -0.211828 -0.379465 0.3 -0.7 1.0 -1.871
C 1.702015 -1.814375 0.503557 -0.1 0.0 0.5 -1.728
C 4.127297 2.145308 -0.479018 -0.6 -0.6 0.4 -1.956
H 4.665948 -1.222327 0.180747 -1.0 -0.2 0.2 0.301
H 4.243854 0.046589 1.438491 0.5 -0.5 0.3 0.392
H 5.634598 0.077732 0.273439 0.0 0.9 0.2 0.458
H 3.459691 0.959510 -2.624140 -0.5 0.0 0.0 0.427
H 4.817381 0.047036 -2.110609 0.4 0.5 0.2 0.501
H 3.585014 -2.014737 -1.728936 0.5 0.1 0.1 0.276
H 3.163467 -1.518270 -3.340882 0.5 0.6 -0.1 0.403
H 1.276745 -2.092356 -1.843939 -0.6 0.2 -0.5 0.475
H 1.219941 -0.369845 -2.523624 -0.4 -0.3 -0.1 0.387
H -0.677955 -1.048306 -0.612397 0.1 -0.2 -0.3 0.393
H -0.240387 -0.003177 0.667230 -0.2 0.5 0.0 0.454
H -0.270898 0.620983 -1.036039 0.3 0.1 0.1 0.411
H 2.667383 -2.294141 0.342331 0.0 0.0 0.1 0.324
H 1.624278 -1.510205 1.547368 0.2 0.1 0.1 0.366
H 0.905295 -2.541085 0.344750 0.1 -0.1 -0.1 0.482
H 3.461245 2.767199 -1.077124 -0.4 0.0 0.3 0.438
H 5.087234 2.271717 -0.979654 0.2 -0.4 0.4 0.369
H 4.162448 2.442798 0.569014 0.2 0.6 -0.2 0.481
H 1.762188 1.996219 1.178534 -0.2 0.1 -0.2 0.355
C 12.665919 4.263624 2.751715 1.0 0.4 0.5 -1.654
C 13.799637 4.071906 1.656238 -0.6 0.6 -0.6 1.405
C 13.178538 4.442680 0.312100 -0.4 1.2 0.0 -1.203
C 12.998350 5.976708 0.087638 0.2 -1.2 -0.3 -0.687
C 14.326860 6.708394 0.231908 -0.8 -0.1 -0.9 -1.228
C 15.026492 6.421627 1.554856 -0.7 0.9 -0.7 1.585
N 14.988101 4.966387 1.817579 -0.6 -0.9 -1.7 0.306
O 15.668441 4.581496 2.959692 0.7 0.3 0.9 -0.484
C 16.490031 6.940512 1.322041 0.4 -1.7 1.1 -1.967
C 14.352918 7.239927 2.660679 1.2 0.7 0.6 -1.600
C 14.173477 2.546713 1.558275 0.0 1.1 0.8 -1.832
H 12.064463 5.162680 2.617332 -0.2 -0.1 -0.7 0.316
H 13.069985 4.486469 3.739219 0.5 -0.4 0.1 0.395
H 12.004960 3.408322 2.892046 0.1 -0.1 -0.4 0.396
H 13.776491 4.104476 -0.534166 0.2 -0.3 0.1 0.396
H 12.209603 3.947417 0.249102 -0.1 0.0 -0.1 0.416
H 12.249579 6.449344 0.723298 -0.1 -0.2 0.2 0.331
H 12.616639 6.028820 -0.932013 0.0 0.5 -0.1 0.379
H 14.109740 7.765444 0.078305 0.1 0.3 0.7 0.415
H 15.010035 6.542370 -0.601041 0.0 -0.8 -0.1 0.431
H 16.688863 7.995423 1.133062 -0.7 0.0 0.2 0.339
H 17.051546 6.617791 2.198768 0.2 0.5 0.4 0.462
H 17.007493 6.384807 0.540044 -0.4 -0.1 -0.4 0.443
H 13.367148 6.949492 3.024016 0.2 -0.3 -0.3 0.273
H 15.073070 7.257709 3.478708 -0.3 -0.3 0.5 0.366
H 14.320153 8.291126 2.374328 -0.2 0.1 -0.3 0.420
H 14.932921 2.259388 0.831094 0.1 0.6 -0.1 0.396
H 13.264112 2.022716 1.264045 0.0 -0.1 0.3 0.407
H 14.522393 2.233484 2.542266 -0.2 -0.3 0.0 0.416
H 16.523222 4.363547 2.580934 0.3 -0.3 0.4 0.359
C -5.176511 -4.779126 5.513229 -1.3 -0.8 0.3 -1.757
C -5.553084 -4.464907 7.002232 0.9 -0.2 -0.7 1.592
C -5.118667 -2.964503 7.294337 1.0 -1.8 0.9 -1.101
C -6.119474 -2.009881 6.849651 -1.7 1.2 -1.7 -0.676
C -7.556963 -2.338037 7.250808 0.6 -0.6 0.6 -1.148
C -8.117196 -3.772239 6.906899 1.1 2.1 0.3 1.204
N -7.036079 -4.696788 7.334220 0.1 0.2 0.9 0.315
O -7.505435 -6.091912 7.375665 1.0 1.4 -0.8 -0.487
C -9.421377 -3.944303 7.801236 1.3 -1.2 -1.2 -1.728
C -8.426388 -3.727202 5.371273 -0.6 -0.8 0.4 -1.463
C -4.657794 -5.396548 7.877372 -1.2 0.0 0.0 -2.012
H -5.595620 -4.062124 4.807274 0.6 0.3 0.1 0.271
H -5.681334 -5.698617 5.216934 -0.2 -0.3 0.2 0.401
H -4.124934 -5.028073 5.370684 0.1 0.7 0.0 0.429
H -4.756149 -2.832920 8.313831 -0.9 -0.2 0.7 0.431
H -4.161899 -2.732293 6.826620 0.0 -0.5 -0.8 0.376
H -6.074535 -1.966345 5.761446 0.0 0.0 -0.3 0.321
H -5.921560 -0.978472 7.141416 0.2 0.0 0.3 0.377
H -8.236700 -1.597294 6.829663 0.0 0.0 0.2 0.501
H -7.483692 -2.232700 8.333234 -0.8 -0.1 0.3 0.355
H -9.187075 -4.157483 8.844195 0.4 0.0 -0.1 0.367
H -10.135914 -3.121220 7.809351 0.2 0.1 -0.6 0.358
H -9.828238 -4.854848 7.361369 -0.8 0.1 0.4 0.406
H -7.562337 -3.630800 4.713843 0.1 0.2 0.4 0.267
H -8.927711 -4.629337 5.020680 -0.1 -0.3 0.2 0.376
H -9.119120 -2.917722 5.141157 0.0 0.2 0.1 0.389
H -4.783354 -5.137976 8.928787 0.0 0.0 0.1 0.439
H -3.595752 -5.388555 7.632208 -0.1 0.5 -0.2 0.406
H -4.984587 -6.425986 7.730515 0.0 -0.1 0.1 0.462
H -7.355266 -6.310454 8.298322 -0.1 0.0 0.1 0.327
C 6.966915 2.503522 10.192121 -0.6 -0.4 0.1 -1.945
C 5.539582 1.958264 9.922077 -0.7 0.1 1.3 1.487
C 5.672756 0.999905 8.706831 -0.8 0.0 -0.1 -1.202
C 4.617230 -0.147348 8.584770 -0.1 0.8 0.1 -0.730
C 4.369862 -0.843842 9.916633 1.0 1.3 0.0 -0.994
C 4.040237 0.160383 11.057762 -0.9 -0.1 1.2 1.336
N 5.116473 1.187543 11.151070 0.7 -1.7 -1.3 0.336
O 5.137804 1.934568 12.369211 -0.3 -0.2 -1.0 -0.473
C 2.598764 0.711592 10.887418 -0.6 0.6 -0.8 -1.735
C 4.009169 -0.654841 12.393809 -0.4 0.5 -0.2 -2.001
C 4.511998 3.127860 9.722930 2.0 -0.8 -0.4 -1.708
H 7.037748 3.136342 11.076782 -0.2 0.2 -0.2 0.400
H 7.339025 3.027017 9.311448 0.0 0.1 0.0 0.407
H 7.598568 1.634568 10.376653 0.2 0.0 0.0 0.488
H 5.597386 1.651970 7.836640 -0.2 0.0 -0.2 0.388
H 6.704252 0.652118 8.650615 -0.1 -0.5 0.3 0.479
H 4.879918 -0.874507 7.816438 0.4 0.0 0.0 0.417
H 3.662958 0.242965 8.231037 -0.1 0.4 0.0 0.344
H 5.344878 -1.256817 10.175301 -0.1 -0.6 0.3 0.376
H 3.596278 -1.601565 9.792046 0.1 0.0 0.4 0.374
H 2.255104 1.514328 11.539800 0.6 -0.1 0.6 0.384
H 2.401897 1.160249 9.913746 0.4 -0.1 -0.3 0.295
H 1.820864 -0.048498 10.959824 0.3 -0.4 0.2 0.434
H 3.696261 -0.027503 13.228455 0.6 0.3 0.0 0.454
H 3.190479 -1.374306 12.407979 0.1 -0.3 -0.6 0.428
H 4.944081 -1.174186 12.604355 0.1 0.1 0.0 0.400
H 4.475648 3.565650 10.720495 -0.8 0.2 -0.2 0.388
H 3.602702 2.765616 9.243284 -0.1 0.3 0.5 0.345
H 5.009717 3.832305 9.056504 -0.3 0.3 -0.1 0.479
H 5.922110 1.547588 12.765076 0.0 0.2 0.4 0.348
C -5.333013 6.288821 3.038790 0.4 0.2 0.0 -1.777
C -4.642413 7.693360 2.988811 0.8 0.3 -2.6 1.273
C -3.457942 7.559531 1.879961 -0.6 0.5 0.7 -1.089
C -2.825317 8.884838 1.389117 -1.0 0.0 1.0 -0.707
C -3.862142 9.937198 1.019824 -0.8 0.7 0.3 -1.241
C -5.059302 10.147984 2.025349 0.5 0.0 -0.1 1.820
N -5.523247 8.821772 2.505531 0.3 -1.5 -0.6 0.248
O -6.630358 8.908226 3.369677 -0.1 0.5 0.5 -0.488
C -4.613691 11.165175 3.108334 0.2 -0.6 1.0 -1.799
C -6.226200 10.807210 1.293663 -0.8 -0.1 -0.5 -2.157
C -4.046943 7.926003 4.339521 0.3 1.4 0.6 -1.650
H -5.892531 6.077847 3.950124 -0.4 0.6 -0.1 0.385
H -4.534644 5.551966 3.126875 0.4 0.0 -0.2 0.420
H -5.897349 5.973464 2.161197 -0.1 0.5 -0.1 0.411
H -2.717440 6.909849 2.346524 0.2 0.1 0.0 0.487
H -3.792530 7.019639 0.994137 -0.5 0.0 0.1 0.388
H -2.155809 8.719001 0.545109 0.1 -0.1 0.1 0.371
H -2.282833 9.389589 2.188522 0.5 -0.5 0.2 0.320
H -4.248156 9.875615 0.002320 -0.1 -0.4 0.0 0.424
H -3.350232 10.896850 1.091278 0.1 0.2 -0.4 0.392
H -5.158761 11.056855 4.046026 -0.3 -0.3 0.0 0.365
H -3.572824 10.997874 3.385271 0.2 0.2 -0.1 0.369
H -4.755013 12.215397 2.853084 0.1 -0.1 -0.5 0.416
H -7.055387 11.026346 1.966353 0.1 -0.1 0.2 0.453
H -6.006731 11.758319 0.808554 0.6 0.1 0.2 0.432
H -6.635138 10.194146 0.490532 0.1 -0.4 0.0 0.475
H -3.253277 7.205749 4.538071 -0.4 -0.2 0.5 0.402
H -4.837027 8.032811 5.082795 0.1 -0.8 0.2 0.407
H -3.582588 8.909008 4.418003 0.3 0.1 -0.4 0.319
H -7.368621 8.614542 2.830872 -0.1 0.0 0.0 0.332
C 1.455369 12.182603 -5.304709 -0.9 -0.3 -0.6 -0.685
O 1.433821 11.581627 -6.626802 -0.1 0.9 0.2 -0.335
C 0.099249 11.538682 -7.188295 0.5 -2.1 1.2 -0.732
C -0.622451 10.313660 -6.505699 -0.2 2.1 -1.2 -0.583
N 0.038035 9.026435 -6.720652 -0.7 0.6 1.4 -0.259
C -0.976597 7.988667 -6.532120 0.0 -0.7 -1.1 -0.718
C -0.410982 6.569216 -6.758614 -0.3 1.5 -0.2 -0.620
O -0.047538 6.506608 -8.160580 0.6 -1.7 1.4 -0.325
C 0.693767 5.249020 -8.380354 -0.5 1.8 -0.1 -0.685
H 2.447169 12.405862 -4.911524 0.2 0.0 -0.9 0.272
H 1.023229 11.557062 -4.523659 -0.2 -0.5 -0.2 0.244
H 0.828247 13.073492 -5.338481 0.2 0.4 0.1 0.306
H 0.076494 11.328684 -8.257626 1.0 0.0 -0.1 0.388
H -0.428759 12.489899 -7.121253 -0.1 0.1 0.7 0.367
H -1.624310 10.316027 -6.935089 -0.5 -0.2 -0.3 0.410
H -0.825655 10.644902 -5.487324 0.5 -0.8 0.5 0.296
H 0.409863 8.986611 -7.658877 0.0 -0.1 -0.1 0.232
H -1.767967 8.120467 -7.269996 -0.2 -0.1 -0.6 0.375
H -1.578046 8.140030 -5.635769 0.8 -0.2 0.7 0.476
H -1.145359 5.812327 -6.483101 -0.2 -0.1 -0.2 0.396
H 0.446058 6.423498 -6.101081 0.4 0.0 -0.2 0.367
H 0.018136 4.393706 -8.371432 0.0 0.0 -0.2 0.267
H 1.444659 5.124729 -7.600093 0.1 0.0 0.0 0.310
H 1.186688 5.406851 -9.339634 -0.1 -0.4 0.0 0.239
C 8.335305 -4.451525 -5.328361 -0.4 0.9 0.0 -0.804
O 8.505530 -3.457067 -6.327522 -0.4 0.1 0.1 -0.254
C 9.688238 -2.667721 -6.244130 -0.9 -0.1 -1.7 -0.590
C 9.722265 -1.823690 -7.563372 -0.3 -0.5 0.7 -0.501
N 8.480136 -1.051953 -7.804629 1.7 -0.7 2.1 -0.380
C 8.491283 -0.480848 -9.085672 -1.2 0.3 -1.8 -0.719
C 8.143222 -1.451056 -10.185315 -0.9 -0.8 -1.7 -0.630
O 6.843658 -2.028078 -9.989459 -0.8 1.5 -0.2 -0.369
C 6.703507 -3.379642 -10.230760 1.0 -1.8 1.3 -0.693
H 7.292096 -4.758404 -5.403500 0.2 -0.4 -0.2 0.237
H 8.421437 -4.023146 -4.329771 0.3 0.1 0.2 0.314
H 9.028742 -5.286695 -5.426994 0.0 -0.1 -0.1 0.297
H 10.486374 -3.409258 -6.209552 0.7 0.5 0.1 0.387
H 9.672368 -1.976556 -5.401433 0.0 -0.2 0.3 0.354
H 9.908975 -2.475939 -8.416490 0.2 -0.4 0.0 0.281
H 10.578309 -1.151283 -7.507190 -0.1 0.2 0.1 0.363
H 7.695193 -1.685469 -7.753338 -0.2 -0.1 0.2 0.278
H 9.400124 0.007401 -9.437412 0.3 0.1 0.7 0.389
H 7.687584 0.254285 -9.127546 0.0 0.4 0.0 0.357
H 8.843428 -2.250966 -10.426060 0.4 -0.1 0.6 0.404
H 8.061028 -0.914567 -11.130573 0.2 0.4 -0.2 0.426
H 6.977841 -3.831911 -11.183797 0.3 0.8 -0.6 0.316
H 5.729550 -3.818540 -10.014288 -0.4 0.9 0.1 0.273
H 7.350841 -3.822843 -9.474031 0.2 -0.9 -0.1 0.265
```
Positions in Å, forces in eV/Å.

Computed properties:
F_max, eV/A: 5.0
Spin multiplicity: 1
M, g/mol: 1524.44
HOMO-LUMO gap, eV: 8.4
Charge: 0
Structure (SMILES): CC1(C)CCCC(C)(C)N1O.CC1(C)CCCC(C)(C)N1O.CC1(C)CCCC(C)(C)N1O.CC1(C)CCCC(C)(C)N1O.CC1(C)CCCC(C)(C)N1O.CC1(C)CCCC(C)(C)N1O.CC1(C)CCCC(C)(C)N1O.CC1(C)CCCC(C)(C)N1O.COCCNCCOC.COCCNCCOC
ΔE to the lowest compared entry with this formula, charge and spin, eV: 5.200